Here is a 2-piece molecular cluster, C4H9NS overall in a non-equilibrium geometry from the OMol25 dataset. Energies are from ωB97M-V/def2-TZVPD.

Structure (XYZ):
```
15
Properties=species:S:1:pos:R:3:forces:R:3
C -1.86685 0.61971 -1.01995 0.0 -0.2 0.6
C -1.93969 0.02289 0.16453 -0.3 0.0 0.2
N -0.82424 -0.49471 0.85057 -0.3 -0.2 0.2
C -1.00735 -1.15630 1.91674 -0.4 1.5 0.2
H -0.90898 0.85018 -1.46637 -0.1 -0.3 -0.3
H -2.81163 0.86147 -1.48605 0.2 0.4 -0.2
H -2.89376 -0.04434 0.69386 0.0 -0.3 -0.2
H -0.14739 -1.40658 2.52821 0.0 -0.5 -0.2
H -2.01979 -1.19991 2.33553 0.1 -0.5 0.1
C 1.80368 1.39654 -0.16614 -0.5 -0.5 -0.1
S 1.67214 -0.29940 -0.85937 -0.6 -0.5 0.6
H 2.53313 1.43222 0.63780 -0.1 0.1 0.1
H 2.08083 2.09328 -0.95427 0.1 -0.1 -0.1
H 0.81012 1.68571 0.17972 0.1 0.1 0.2
H 0.53542 -0.78856 -0.02419 1.8 1.2 -1.2
```
Positions in Å, forces in eV/Å.

Properties
HOMO level (eV): -8.125
Charge: 0
LUMO energy (hartree): 0.00422
Gap between HOMO and LUMO (eV): 8.24
ΔE to the lowest compared entry with this formula, charge and spin (kcal per mole): 54.24


Here is an isolated ion of composition C6H9NO3P and charge -1 in a non-equilibrium geometry from the OMol25 dataset. Energies are from ωB97M-V/def2-TZVPD.

Structure (XYZ):
```
20
Properties=species:S:1:pos:R:3:forces:R:3
C -1.18341 -0.51405 2.73457 -0.9 2.9 0.4
C -0.07210 0.10178 2.00507 0.2 0.8 -2.1
C 1.09489 0.66885 2.33037 -0.1 -0.6 -2.3
C 1.72770 1.09207 1.08534 0.2 0.4 1.5
C 0.79886 0.88770 0.14833 1.6 0.9 -2.9
P 0.74681 1.47599 -1.68863 1.5 -1.1 0.8
O -0.64933 1.98551 -1.69548 -1.8 0.9 -0.5
N 0.62498 -0.13897 -2.42868 2.1 -1.3 0.0
C -0.50056 -0.98703 -2.24072 0.9 -1.5 -1.0
O -1.05061 -1.42370 -3.50802 -0.5 2.2 -2.2
O -0.26401 0.30864 0.60934 -2.1 -1.8 2.6
H -1.68750 0.36751 3.33534 0.3 -2.0 -1.1
H -1.78442 -0.92465 1.94762 -1.0 -0.2 0.0
H -0.89961 -1.27803 3.40158 0.4 -0.9 0.9
H 1.27034 0.72931 3.32933 1.5 0.3 2.6
H 2.69132 1.51299 0.85572 0.1 0.2 0.4
H 1.55296 -0.68518 -2.45894 -2.0 1.3 -0.1
H -1.21130 -0.48069 -1.60577 -0.5 -0.1 0.0
H -0.25307 -2.04572 -1.99247 0.2 0.9 1.5
H -0.95195 -0.65232 -4.16388 -0.2 -1.5 1.6
```
Positions in Å, forces in eV/Å.

Properties
HOMO level (eV): -3.139
Charge: -1
LUMO energy (hartree): 0.12799
Gap between HOMO and LUMO (eV): 6.62
ΔE to the lowest compared entry with this formula, charge and spin (kcal per mole): 87.22